Molecular formula: C18H21AuN6OS3
Method: DFT, ωB97M-V with the def2-TZVPD basis set

Output
Lowest unoccupied orbital energy (spin up / spin down), Eh: -0.25514 / -0.36035
Orbital gap (spin up / spin down), eV: 6.716 / 3.829
Spin multiplicity: 3
Energy, eV: -66178.106
⟨S²⟩: 2.0391
Total charge: +2

Geometry as XYZ:
```
50
C18H21AuN6OS3 ωB97M-V with the def2-TZVPD basis set
Au -1.27 -0.89 -1.52
C -2.28 4.56 0.02
C -2.22 3.48 1.09
N -0.94 2.81 1.13
C 0.10 3.35 1.97
C 1.12 4.20 1.21
C -0.69 1.75 0.36
S -2.04 1.10 -0.55
N 0.52 1.25 0.41
C 1.17 0.38 -0.35
O 0.80 -0.11 -1.45
C 2.49 0.00 0.19
C 3.11 0.78 1.16
C 4.32 0.39 1.71
C 4.92 -0.79 1.29
C 4.31 -1.57 0.31
C 3.11 -1.17 -0.25
H -3.28 4.98 -0.01
H -2.06 4.14 -0.96
H -1.57 5.35 0.23
H -3.00 2.73 0.89
H -2.42 3.92 2.07
H 0.62 2.51 2.43
H -0.38 3.95 2.74
H 1.57 3.63 0.41
H 1.90 4.53 1.90
H 0.65 5.08 0.78
H 2.64 1.70 1.48
H 4.79 1.02 2.45
H 5.86 -1.09 1.71
H 4.79 -2.48 -0.02
H 2.64 -1.77 -1.02
N -0.09 -2.29 -4.62
C -0.44 -3.13 -3.65
N -0.93 -2.80 -2.49
C -1.20 -3.88 -1.69
C -0.87 -5.09 -2.27
S -0.26 -4.88 -3.84
C -1.84 -3.68 -0.42
C -2.17 -4.64 0.52
S -3.01 -3.96 1.84
C -2.86 -2.37 1.06
N -2.23 -2.42 -0.07
N -3.34 -1.26 1.62
H -0.22 -1.29 -4.49
H 0.29 -2.62 -5.49
H -0.97 -6.06 -1.84
H -1.95 -5.69 0.48
H -3.86 -1.28 2.47
H -3.30 -0.39 1.09
```

natural (NBO) population analysis, charges in e, atoms 1 to 6:
1 Au 1.0179
2 C -0.6162
3 C -0.2199
4 N -0.3557
5 C -0.2181
6 C -0.6190

Molecular formula: C18H21BI2MoN9O5
Method: DFT, ωB97M-V with the def2-TZVPD basis set

Output
Lowest unoccupied orbital energy (spin up / spin down), Eh: -0.32937 / -0.32341
Orbital gap (spin up / spin down), eV: 5.581 / 5.608
Spin multiplicity: 2
Energy, eV: -61374.821
⟨S²⟩: 0.7858
Total charge: +2

Geometry as XYZ:
```
57
C18H21BI2MoN9O5 ωB97M-V with the def2-TZVPD basis set
Mo -0.30 -0.38 -0.99
O 0.08 0.53 -2.99
C -1.10 0.88 -3.72
C -1.99 1.62 -2.73
N -2.23 0.84 -1.50
C -3.23 -0.21 -1.76
C -2.59 -1.45 -2.43
O -3.24 -2.23 -3.06
O -1.31 -1.53 -2.17
C -2.73 1.79 -0.47
C -2.79 1.00 0.82
O -3.68 0.26 1.13
O -1.62 1.07 1.48
H 0.70 0.09 -3.60
H -1.58 -0.02 -4.14
H -0.85 1.55 -4.55
H -2.95 1.87 -3.21
H -1.48 2.55 -2.46
H -4.06 0.16 -2.39
H -3.67 -0.58 -0.83
H -3.73 2.16 -0.74
H -2.04 2.63 -0.34
C 3.36 -2.55 -0.99
C 2.22 -2.12 -1.66
N 1.47 -1.40 -0.84
N 2.08 -1.36 0.36
C 3.24 -2.05 0.29
B 1.38 -0.50 1.39
N -0.20 -0.68 1.08
C -1.14 -0.15 2.08
C -2.14 -1.25 2.20
C -1.84 -2.15 1.22
N -0.72 -1.81 0.55
N 1.49 0.96 0.92
C 2.12 2.05 1.35
C 1.89 3.08 0.46
C 1.07 2.52 -0.52
N 0.82 1.23 -0.23
N 1.65 -0.71 2.83
C 2.28 -1.71 3.52
C 2.16 -1.44 4.85
C 1.39 -0.27 4.92
N 1.10 0.15 3.71
H 4.16 -3.16 -1.37
H 1.90 -2.34 -2.66
H 3.90 -2.12 1.13
H -0.60 0.16 3.01
H -2.91 -1.31 2.94
H -2.38 -3.05 0.96
H 2.68 2.05 2.27
H 2.26 4.08 0.51
H 0.66 2.98 -1.39
H 2.76 -2.52 3.01
H 2.53 -2.01 5.68
H 1.04 0.27 5.78
I 3.47 1.06 -2.82
I 3.22 3.50 -3.89
```

natural (NBO) population analysis, charges in e, atoms 1 to 6:
1 Mo 1.6163
2 O -0.6927
3 C -0.0959
4 C -0.2515
5 N -0.4396
6 C -0.3806

Molecular formula: C18H21Cl3N2O2Se2SiV
Method: DFT, ωB97M-V with the def2-TZVPD basis set

Output
Lowest unoccupied orbital energy (spin up / spin down), Eh: -0.29769 / -0.27836
Orbital gap (spin up / spin down), eV: 7.015 / 7.557
Spin multiplicity: 2
Energy, eV: -227892.600
⟨S²⟩: 0.7661
Total charge: +2

Geometry as XYZ:
```
50
C18H21Cl3N2O2Se2SiV ωB97M-V with the def2-TZVPD basis set
V 0.01 -0.16 0.19
Se 1.53 2.38 -2.08
Se 1.31 0.08 -2.19
C 2.58 -0.34 -0.81
C 3.89 -0.68 -1.04
C 4.67 -1.01 0.06
C 4.11 -0.98 1.33
C 2.79 -0.63 1.48
N 2.03 -0.32 0.41
C 0.18 2.82 -0.79
C -0.17 4.16 -0.81
C -1.15 4.62 0.05
C -1.73 3.72 0.93
C -1.30 2.41 0.93
N -0.35 1.94 0.08
H 4.28 -0.70 -2.05
H 5.71 -1.30 -0.08
H 4.70 -1.23 2.20
H 2.30 -0.59 2.44
H 0.30 4.83 -1.52
H -1.45 5.66 0.03
H -2.50 4.02 1.63
H -1.70 1.70 1.64
Cl -2.30 0.02 -1.38
C -3.64 -0.65 -0.35
Cl -3.12 -0.69 1.33
H -3.84 -1.65 -0.69
H -4.49 0.02 -0.46
Cl 1.79 -3.56 -0.83
C 0.17 -4.15 -0.43
C -0.86 -3.08 -0.22
O -2.02 -3.26 -0.24
O -0.34 -1.78 0.01
H 0.23 -4.74 0.48
H -0.19 -4.78 -1.24
C -1.88 0.73 5.65
Si -0.21 0.10 5.21
C 0.07 -1.65 5.75
C 1.14 1.26 5.71
C -0.12 0.05 3.32
C -0.08 0.02 2.10
H -2.00 0.76 6.74
H -2.67 0.09 5.25
H -2.03 1.74 5.27
H -0.03 -1.74 6.84
H 1.07 -2.00 5.49
H -0.66 -2.32 5.29
H 1.15 1.39 6.80
H 0.99 2.25 5.26
H 2.13 0.90 5.41
```

natural (NBO) population analysis, charges in e, atoms 1 to 6:
1 V 1.3028
2 Se 0.3417
3 Se 0.3543
4 C 0.0640
5 C -0.2398
6 C -0.0739

Molecular formula: C18H21F3N6O2S
Method: DFT, ωB97M-V with the def2-TZVPD basis set

Output
Lowest unoccupied orbital energy, Eh: 0.01529
Orbital gap, eV: 9.230
Energy, eV: -51032.084
Total charge: 0

Geometry as XYZ:
```
51
C18H21F3N6O2S ωB97M-V with the def2-TZVPD basis set
O -4.73 -0.50 1.96
C -3.84 0.28 1.74
N -3.77 1.06 0.63
H -2.90 1.57 0.46
C -4.62 0.79 -0.49
C -3.85 0.03 -1.58
F -2.99 0.82 -2.23
F -4.67 -0.49 -2.50
F -3.13 -0.98 -1.07
H -5.01 1.71 -0.93
H -5.45 0.15 -0.14
C -2.68 0.50 2.70
H -2.33 1.53 2.70
H -2.96 0.17 3.70
S -1.27 -0.57 2.23
C -0.66 0.32 0.88
N -1.07 1.50 0.47
N -0.33 1.85 -0.60
C 0.51 0.89 -0.85
N 0.36 -0.12 0.08
C 1.07 -1.33 0.13
N 1.15 -1.98 -1.02
C 1.85 -3.10 -1.05
C 2.49 -3.62 0.07
C 2.38 -2.94 1.27
C 1.65 -1.76 1.31
H 1.54 -1.19 2.22
H 2.86 -3.31 2.16
H 3.06 -4.53 0.00
H 1.90 -3.59 -2.01
C 1.60 0.92 -1.85
N 2.87 1.21 -1.19
C 3.83 0.25 -1.16
O 3.69 -0.82 -1.73
C 5.08 0.57 -0.38
H 5.79 -0.23 -0.60
H 5.52 1.51 -0.72
C 4.82 0.63 1.13
C 4.30 1.98 1.60
C 2.95 2.35 1.02
H 2.63 3.31 1.43
H 2.20 1.61 1.31
C 2.97 2.48 -0.51
H 2.11 3.07 -0.83
H 3.87 3.00 -0.82
H 4.22 1.97 2.69
H 5.03 2.76 1.34
H 5.76 0.42 1.65
H 4.11 -0.16 1.40
H 1.70 -0.06 -2.33
H 1.38 1.69 -2.59
```

natural (NBO) population analysis, charges in e, atoms 1 to 6:
1 O -0.6122
2 C 0.6661
3 N -0.6416
4 H 0.4414
5 C -0.3151
6 C 0.9642

Molecular formula: C18H21FN4OS
Method: DFT, ωB97M-V with the def2-TZVPD basis set

Output
Lowest unoccupied orbital energy, Eh: -0.01013
Relative energy (zero: lowest compared OMol25 entry of this formula, charge and spin), kcal per mole: 85.9
Orbital gap, eV: 7.513
Energy, eV: -40563.756
Total charge: 0

Geometry as XYZ:
```
46
C18H21FN4OS ωB97M-V with the def2-TZVPD basis set
F 3.62 -0.68 -4.49
N -0.69 -1.84 -1.46
N 1.32 0.30 -0.54
O -5.71 -0.37 -1.07
S -3.03 -1.64 -0.12
C -1.49 -1.15 -0.67
C 0.28 0.66 0.16
C -1.16 0.21 -0.08
C -2.30 0.82 0.38
C 1.83 -1.96 -4.01
C 0.71 -2.20 -3.26
C 2.44 -0.32 -2.53
C 2.57 -0.92 -3.73
C 0.52 -1.52 -2.05
C 1.37 -0.52 -1.66
N 0.75 1.52 1.18
N 2.35 0.53 3.34
C 2.97 -0.65 4.02
C -3.86 0.24 -2.50
C -3.62 0.07 0.09
C 2.18 1.91 1.30
C 0.12 1.38 2.49
C 3.06 0.97 2.17
C 0.88 0.26 3.18
C -4.55 0.51 -1.10
H -5.47 -1.27 -1.27
H -2.31 1.69 0.97
H 1.93 -2.63 -4.94
H 0.00 -2.89 -3.64
H 3.14 0.50 -2.34
H 2.37 -1.04 4.87
H 3.06 -1.43 3.28
H 3.87 -0.23 4.43
H -3.86 -0.86 -2.82
H -2.76 0.43 -2.43
H -4.32 0.83 -3.27
H -4.26 0.15 1.02
H 2.18 2.90 1.65
H 2.84 1.85 0.42
H 0.34 2.36 3.02
H -0.89 1.25 2.37
H 3.41 0.16 1.43
H 3.94 1.56 2.46
H 0.66 -0.62 2.58
H 0.46 0.16 4.16
H -4.90 1.54 -0.98
```

natural (NBO) population analysis, charges in e, atoms 1 to 6:
1 F -0.3173
2 N -0.4251
3 N -0.5089
4 O -0.7275
5 S 0.3227
6 C 0.0690